Entry 1:
92
Properties=species:S:1:pos:R:3:forces:R:3:mulliken_charge:R:1 method="wB97M-V/def2-TZVPD" e_homo_ev=-5.210 charge=-1
C -2.6227 0.7475 2.9835 0.1889 0.2443 -0.1955 -0.72
C -2.6349 1.1004 1.8190 -0.0988 0.2309 -0.3492 0.30
Nb -2.8699 1.7776 -0.3294 -2.4198 -1.6340 1.1688 -0.53
C -4.2983 3.4073 0.3254 0.7296 -0.0433 0.3382 -1.31
C -1.2597 3.3245 -0.0605 -0.2424 0.0557 -0.2013 -0.59
C -1.0083 3.6863 1.4013 0.5230 0.2750 -0.0065 0.44
C -0.2069 4.9809 1.5874 -0.7100 -0.1225 0.2863 -0.73
C -0.1658 5.4235 3.0499 0.4562 -0.0971 0.1147 -0.87
C 0.2070 4.3245 4.0281 -0.1536 0.0826 0.0959 -0.50
O 1.4795 3.7748 3.7220 0.0445 0.0041 0.0172 -0.41
C 1.5540 2.3699 3.6820 0.0716 -0.0962 -0.0563 -0.54
C -1.1556 0.3716 -0.7844 0.5649 0.8161 0.5530 -0.09
C 0.0638 0.4442 0.1602 -0.0521 -0.8472 -0.3476 1.03
C 0.3183 -0.8965 0.8450 0.1520 0.6018 0.0779 -0.46
S 0.8334 -2.1420 -0.3792 -0.0637 -0.2969 -0.3681 -0.14
C 1.9183 -3.0845 0.6991 0.4293 -0.5119 0.0035 0.02
S 1.3206 -4.2749 1.6268 -0.1873 -0.0834 0.2810 -0.29
N 3.2853 -2.7716 0.7505 -1.1405 1.3964 -0.1816 0.12
C 3.7459 -1.8037 -0.2580 0.7223 -0.1924 0.3911 -0.68
C 5.2820 -1.7413 -0.2162 -0.4659 0.2134 0.0021 -0.45
O 5.7946 -1.9573 1.0852 0.3724 -0.1218 0.0501 -0.41
C 4.9082 -1.4334 2.0430 -0.3164 0.1209 -0.2322 -0.51
C 3.6806 -2.3280 2.1164 0.6634 -0.7641 0.2523 -0.54
O -4.3604 0.4806 -0.5749 2.1098 0.7898 -0.8706 -0.57
C -4.3974 -0.6943 -1.3640 -1.1424 -0.4290 0.2244 -0.62
C -4.6459 -1.9458 -0.4961 0.1719 -0.0634 -0.1781 0.43
C -3.3460 -2.6617 -0.1458 0.1380 0.4177 0.5005 -2.01
C -5.5161 -1.6141 0.7151 -0.5063 -0.5448 0.2616 1.23
C -6.8690 -1.0435 0.2621 0.5656 0.3256 -0.0661 -1.62
C -5.7807 -2.8406 1.6178 0.0504 0.4632 0.0688 -1.54
P -3.0238 2.6009 -2.8395 0.4952 0.1356 -0.0902 0.50
O -1.8250 3.6668 -3.1597 -0.0295 0.0155 -0.0564 -0.55
O -4.3230 3.5354 -3.1398 -0.1784 0.0061 0.0318 -0.56
S -2.9132 1.1552 -4.1641 -0.1069 -0.2408 -0.1181 -0.49
H -2.5487 0.5480 4.0241 -0.0792 -0.1812 0.0880 0.49
H -5.2034 2.8684 0.6155 -0.0757 -0.1651 0.0207 0.33
H -4.5641 4.0900 -0.4827 0.0928 0.0320 -0.1547 0.36
H -3.9721 3.9898 1.1858 -0.0263 0.1311 0.0302 0.41
H -0.3187 3.0603 -0.5475 0.1381 -0.0210 -0.0414 0.42
H -1.5981 4.2385 -0.5567 -0.0856 0.0378 -0.1723 0.63
H -1.9423 3.8040 1.9496 -0.1511 -0.1043 0.0422 0.18
H -0.4607 2.8848 1.8906 -0.1152 -0.1971 0.1179 -0.43
H 0.7965 4.8780 1.1834 0.1265 0.0222 -0.1152 0.36
H -0.7494 5.7532 1.0419 0.2633 0.1955 -0.2768 0.35
H -1.1402 5.8040 3.3568 -0.1611 0.0455 0.0034 0.34
H 0.5493 6.2377 3.1797 0.0199 0.1548 -0.0471 0.40
H -0.5727 3.5627 4.0312 0.0405 -0.2433 -0.1139 0.29
H 0.2415 4.7297 5.0442 0.0412 0.0899 0.0941 0.35
H 1.4818 1.9998 2.6574 -0.0897 -0.0319 -0.1221 0.14
H 2.5155 2.0510 4.0818 0.1355 0.0799 0.0694 0.33
H 0.7733 1.8923 4.2743 -0.1340 0.0023 0.0603 0.31
H -1.4897 -0.6649 -0.8607 -0.3346 -0.0326 0.0063 -0.15
H -0.8219 0.6499 -1.7888 -0.1564 0.0517 -0.1891 0.38
H 0.9596 0.6794 -0.4142 0.1692 0.3056 0.1043 0.54
H -0.0604 1.1586 0.9682 -0.0121 0.2136 -0.0566 -1.66
H -0.5790 -1.2082 1.3723 -0.0287 -0.2771 0.0633 0.33
H 1.1325 -0.7740 1.5545 0.0763 -0.1045 0.2001 0.32
H 3.3567 -0.8058 -0.0622 -0.2983 0.0776 -0.1081 0.21
H 3.4388 -2.1209 -1.2446 -0.1533 0.0336 -0.1222 0.64
H 5.5598 -0.7351 -0.5457 0.2098 -0.0036 -0.2037 0.30
H 5.7133 -2.4833 -0.8796 0.1611 -0.1111 0.0226 0.22
H 5.4093 -1.4071 3.0048 0.0998 -0.0633 0.1030 0.37
H 4.6348 -0.4050 1.7836 0.0288 0.1140 0.0143 0.27
H 3.9549 -3.2062 2.6945 -0.1037 -0.1700 0.0085 0.34
H 2.8611 -1.8436 2.6458 -0.1459 0.1494 -0.0821 0.35
H -5.2437 -0.6017 -2.0496 -0.0466 0.1654 -0.1019 0.36
H -3.5175 -0.8250 -1.9913 0.2025 0.1446 0.0760 0.34
H -5.2426 -2.6277 -1.1122 0.0196 -0.0844 -0.1554 0.27
H -2.6504 -2.6751 -0.9799 -0.0033 -0.1434 -0.1853 0.51
H -3.5121 -3.6761 0.1988 0.0041 -0.2222 -0.1120 0.47
H -2.8400 -2.1434 0.6728 0.0643 0.1018 0.0354 0.36
H -5.0246 -0.8659 1.3308 0.2803 0.1285 -0.0769 -0.12
H -7.6273 -1.1998 1.0233 -0.1862 0.0365 0.0406 0.52
H -6.7677 0.0208 0.0670 -0.1201 0.1475 -0.0088 0.25
H -7.1748 -1.5059 -0.6759 -0.2306 -0.2106 0.0173 0.30
H -6.7322 -3.3042 1.3669 -0.0016 -0.2744 -0.1522 0.34
H -4.9868 -3.5778 1.6016 0.0531 -0.1495 -0.0637 0.37
H -5.8612 -2.5013 2.6496 -0.1110 -0.0100 0.1326 0.37
H -1.1692 3.1924 -3.6883 -0.0571 0.1310 -0.0686 0.33
H -4.9340 3.0204 -3.6833 0.0541 0.0946 -0.0649 0.32
C 5.7177 -4.6110 -6.3367 -0.0762 -0.0734 -0.1073 -0.62
O 7.0080 -4.5318 -5.7227 0.0223 0.0040 0.0011 -0.33
C 7.0757 -3.6645 -4.7132 0.0154 -0.0480 -0.0090 0.81
O 6.1721 -2.9809 -4.3103 -0.0153 0.0156 0.0104 -0.53
O 8.3161 -3.6847 -4.2242 0.0083 0.0122 -0.0229 -0.32
C 8.5145 -2.7875 -3.1285 0.1127 0.0787 0.1590 -0.53
H 5.8092 -5.3457 -7.1309 0.0706 -0.0098 0.0185 0.21
H 4.9696 -4.9365 -5.6170 -0.0084 0.0611 0.0300 0.30
H 5.4320 -3.6482 -6.7551 -0.0202 0.0277 0.0595 0.29
H 7.8562 -3.0446 -2.3013 -0.0451 0.0429 -0.0125 0.20
H 8.3371 -1.7589 -3.4363 -0.0871 -0.0068 -0.0005 0.29
H 9.5494 -2.8999 -2.8198 0.0145 -0.0959 -0.0836 0.24

=====

Entry 2:
92
Properties=species:S:1:pos:R:3:forces:R:3:mulliken_charge:R:1 method="wB97M-V/def2-TZVPD" smiles="C#CCCCOC(=O)OCC(=O)O.COCCOCCOC.COCCOCCOC.COCCOCCOC" e_above_lowest_kcal_mol=106.3 e_homo_ev=-9.154
C 3.4112 -2.2214 1.7344 -0.0996 0.0525 -0.0278 -0.15
C 3.0940 -1.7014 0.7009 -0.1526 -0.2046 0.1701 -0.61
C 2.6339 -1.0953 -0.5468 0.5157 0.3823 0.1247 0.55
C 3.1893 -1.7535 -1.8131 -0.3194 -0.0579 -0.2744 -0.60
C 3.2269 -3.2744 -1.8050 0.9599 -0.0493 0.1088 -0.60
O 2.1101 -3.8594 -1.1267 -0.2730 0.4089 -0.2617 -0.29
C 1.1777 -4.4371 -1.8924 -0.0101 -0.1438 -0.1565 0.74
O 1.3473 -4.9890 -2.9368 0.0295 0.0960 0.0952 -0.57
O -0.0335 -4.4091 -1.2946 0.0608 -0.1055 -0.0070 -0.41
C -0.3123 -3.3473 -0.4092 -0.4080 -0.0954 0.3384 -0.14
C -0.5170 -2.0671 -1.1784 0.0885 0.0827 -0.2367 0.39
O 0.0843 -1.7663 -2.1748 -0.2915 -0.0983 0.0337 -0.58
O -1.4361 -1.2871 -0.5902 0.0403 0.1433 0.1219 -0.34
H 3.6388 -2.6765 2.6680 0.1100 0.0095 -0.0367 0.45
H 2.9816 -0.0589 -0.5407 -0.1020 0.0612 -0.0539 0.42
H 1.5474 -1.0452 -0.5563 0.1616 -0.1165 0.0259 -0.52
H 2.6137 -1.4100 -2.6733 -0.1131 0.0803 0.1091 0.31
H 4.2114 -1.4077 -1.9718 0.0866 -0.0618 0.0303 0.30
H 4.1157 -3.6025 -1.2675 -0.1123 -0.0962 0.1954 0.28
H 3.3199 -3.6615 -2.8169 -0.2540 -0.0996 -0.0230 0.42
H 0.4553 -3.2032 0.3533 0.1345 0.0571 -0.1067 0.28
H -1.2358 -3.5925 0.1100 -0.0413 -0.1414 -0.0866 0.39
H -1.4662 -0.4397 -1.0625 -0.0295 -0.0586 -0.0955 0.26
C -8.0826 1.8174 -0.5358 -0.0998 -0.0149 -0.0445 -0.76
O -7.7823 0.9631 -1.6156 0.2164 -0.0762 0.1066 -0.30
C -7.0429 1.5593 -2.6636 -0.1960 0.0501 -0.0400 -0.52
C -5.9541 0.6483 -3.1830 -0.0413 -0.0572 -0.1592 -0.36
O -4.8708 0.4373 -2.2964 0.2047 0.0381 -0.0467 -0.41
C -5.0745 -0.3221 -1.1189 0.0348 0.1130 0.2000 0.20
C -5.2912 -1.8035 -1.3285 -0.0623 -0.1582 0.1264 -0.45
O -6.5300 -2.0861 -1.9485 0.0373 0.1838 -0.1674 -0.33
C -6.4703 -3.0215 -3.0019 -0.0516 -0.0371 0.0744 -0.79
H -8.9761 2.4190 -0.7361 0.0356 0.0564 0.0001 0.31
H -8.2731 1.1916 0.3356 -0.0441 -0.0104 -0.0160 0.23
H -7.2465 2.4859 -0.3061 0.0041 0.0010 0.0046 0.35
H -6.5963 2.5042 -2.3340 0.0153 -0.0180 0.0352 0.33
H -7.7236 1.7756 -3.4982 0.0661 0.1041 -0.0288 0.39
H -5.5100 1.1527 -4.0448 0.0100 -0.0110 -0.0038 0.41
H -6.3728 -0.2946 -3.5412 -0.0739 0.0012 0.1541 0.10
H -5.8579 0.1101 -0.4930 -0.1122 -0.1099 -0.1129 0.04
H -4.1370 -0.2215 -0.5639 -0.0143 -0.0057 0.0378 0.02
H -5.2779 -2.2818 -0.3393 0.1308 -0.0194 -0.0110 0.35
H -4.4597 -2.2122 -1.9139 -0.0179 0.0169 -0.0436 0.28
H -5.5740 -2.8811 -3.6146 0.0082 -0.0057 -0.0034 0.36
H -7.3458 -2.8636 -3.6308 -0.0329 -0.0301 0.0336 0.24
H -6.4887 -4.0503 -2.6262 0.0583 -0.0114 -0.0276 0.31
C 5.7528 3.6626 -0.3286 -0.0867 -0.0288 -0.0669 -0.83
O 6.3030 2.7542 -1.2545 0.1836 -0.0623 0.1516 -0.23
C 7.2366 3.3128 -2.1603 -0.1800 0.0370 -0.0785 -0.54
C 8.4367 2.4172 -2.3692 0.0045 -0.0862 -0.1540 -0.27
O 9.3143 2.3076 -1.2646 0.1531 0.0620 -0.0149 -0.46
C 8.8864 1.6266 -0.1006 -0.0441 0.0757 0.1713 -0.29
C 8.7434 0.1280 -0.2397 -0.0758 -0.1483 0.1098 -0.55
O 7.6672 -0.2274 -1.0862 0.0522 0.1849 -0.1818 -0.23
C 7.9471 -1.2361 -2.0289 -0.1235 -0.0608 0.1168 -0.89
H 4.9082 4.2127 -0.7584 0.0337 0.0599 0.0044 0.31
H 5.3952 3.0868 0.5248 -0.0390 -0.0136 -0.0241 0.23
H 6.5007 4.3793 0.0259 0.0023 0.0047 0.0043 0.38
H 7.5748 4.2951 -1.8119 0.0045 -0.0154 0.0445 0.36
H 6.7460 3.4456 -3.1339 0.0705 0.1066 -0.0226 0.36
H 9.0402 2.8828 -3.1525 0.0036 -0.0056 -0.0035 0.41
H 8.1279 1.4372 -2.7396 -0.0992 0.0118 0.1264 0.06
H 7.9746 2.0655 0.3110 -0.0689 -0.0909 -0.1221 0.09
H 9.6831 1.7976 0.6279 0.0019 0.0131 -0.0025 0.41
H 8.5531 -0.2806 0.7616 0.1132 -0.0255 0.0139 0.36
H 9.6843 -0.2971 -0.6058 -0.0101 0.0201 -0.0605 0.35
H 8.9542 -1.1411 -2.4471 0.0160 0.0225 0.0228 0.44
H 7.2274 -1.1295 -2.8407 -0.0263 -0.0515 0.0127 0.24
H 7.8356 -2.2315 -1.5845 0.0721 -0.0324 -0.0550 0.30
C -5.5791 1.4698 5.6185 -0.0257 0.1087 -0.0255 -0.80
O -4.4130 1.9340 4.9780 0.0726 -0.2377 -0.0616 -0.26
C -3.2829 2.0733 5.8178 -0.1047 0.1729 0.0263 -0.53
C -2.0171 1.5766 5.1574 0.1068 0.1258 -0.0509 -0.28
O -1.9339 0.1747 4.9822 0.1287 -0.0942 0.0841 -0.45
C -2.7837 -0.4609 4.0475 -0.1863 -0.1006 0.0237 -0.43
C -2.4716 -0.1852 2.5943 -0.0924 -0.0291 -0.2098 -0.09
O -2.7495 1.1547 2.2273 0.0995 0.0757 0.1832 -0.24
C -1.7480 1.7912 1.4714 -0.0716 -0.0312 -0.0296 -0.85
H -6.1229 2.2872 6.1048 0.0103 -0.0265 0.0613 0.30
H -6.2214 1.0308 4.8555 -0.0149 0.0444 -0.0149 0.23
H -5.3506 0.7011 6.3639 -0.0007 -0.0042 0.0035 0.38
H -3.4326 1.5372 6.7617 -0.0142 -0.0363 -0.0212 0.35
H -3.1433 3.1382 6.0480 0.0424 -0.0294 0.1170 0.37
H -1.1957 1.8168 5.8371 0.0091 -0.0028 -0.0069 0.41
H -1.8308 2.1128 4.2241 -0.1571 -0.0419 -0.0258 0.07
H -3.8372 -0.2669 4.2620 0.0385 0.1478 -0.0756 0.14
H -2.6165 -1.5300 4.2029 0.0058 0.0007 0.0135 0.41
H -3.1012 -0.8451 1.9825 0.0984 -0.1180 0.0216 0.13
H -1.4244 -0.4371 2.3934 0.0193 0.0635 0.0060 0.31
H -0.7452 1.5181 1.8165 0.0088 -0.0119 -0.0149 0.45
H -1.8747 2.8663 1.5944 -0.0365 0.0062 -0.0447 0.27
H -1.8373 1.5541 0.4037 0.0503 -0.0036 -0.0060 0.14

=====

no.,Kohn-Sham gap (eV),DFT total energy (eV)
1,7.0310,-89018.4160
2,9.5951,-56463.0480